# 1
Molecular formula: C23H44N2O4
Method: DFT, ωB97M-V/def2-TZVPD

Each line ends with the Mulliken charge.
CARTESIAN COORDINATES (ANGSTROEM)
C  1.0966  -3.2573  -0.7525  -0.994
C  1.6443  -2.0525  -1.1500  -0.198
C  0.7488  -0.9256  -1.5902  -1.127
C  0.8834  0.3444  -0.6532  2.991
C  1.8575  -0.0166  0.4035  -0.719
N  2.6799  -0.2229  1.1793  -0.742
C  1.4041  1.4870  -1.5442  -2.024
C  1.7506  2.8251  -0.9135  -0.626
O  2.8371  2.7335  -0.0277  -0.351
C  2.8389  3.6837  1.0194  -0.097
C  3.4018  3.0350  2.2684  -1.184
C  -0.4674  0.6431  0.0792  1.908
C  -0.8780  -0.6365  0.7065  -0.496
N  -1.1267  -1.6241  1.2393  -0.668
C  -0.3293  1.6570  1.2624  0.099
C  -1.1820  2.9322  1.1944  -1.506
C  -1.5981  0.9866  -0.9158  -1.281
C  -3.0074  0.7281  -0.3601  -1.006
O  -3.9132  1.6809  -0.9371  -0.643
H  0.5931  -3.8474  -1.5139  0.312
H  1.1675  -3.5833  0.2810  0.281
H  2.7183  -1.9081  -1.2084  0.477
H  -0.2789  -1.2584  -1.6828  0.472
H  1.0643  -0.6173  -2.5947  0.396
H  2.3134  1.1189  -2.0193  0.682
H  0.6759  1.6777  -2.3312  0.445
H  0.8757  3.3033  -0.4707  0.239
H  2.0359  3.4883  -1.7424  0.474
H  1.8327  4.0432  1.2589  0.159
H  3.4441  4.5586  0.7636  0.393
H  4.4199  2.6845  2.1236  0.319
H  3.3367  3.7234  3.1105  0.370
H  2.8061  2.1652  2.5412  0.235
H  -0.6026  1.1547  2.1872  0.546
H  0.7025  1.9712  1.3936  -0.340
H  -2.2388  2.7587  1.3690  0.152
H  -0.7767  3.6372  1.9175  0.572
H  -1.0922  3.4327  0.2317  0.254
H  -1.5006  0.3273  -1.7773  0.781
H  -1.5161  1.9974  -1.3004  0.235
H  -3.3391  -0.2689  -0.6342  0.415
H  -3.0287  0.8558  0.7209  0.403
H  -4.2045  2.2451  -0.2144  0.348
C  5.2237  -4.2207  -0.7791  -1.049
C  4.5199  -4.8271  -1.9814  -0.327
O  4.6330  -4.0533  -3.1633  -0.413
C  5.9469  -3.8275  -3.6383  -0.337
C  6.7116  -5.0963  -3.9754  -1.022
H  4.8422  -3.2185  -0.5770  0.230
H  5.0599  -4.8401  0.1030  0.379
H  6.3008  -4.1388  -0.9326  0.350
H  3.4523  -4.8923  -1.7706  0.283
H  4.8677  -5.8513  -2.1586  0.365
H  6.5110  -3.2160  -2.9247  0.306
H  5.8311  -3.2255  -4.5399  0.328
H  6.8602  -5.7302  -3.1006  0.262
H  7.6942  -4.8461  -4.3767  0.386
H  6.1694  -5.6811  -4.7198  0.289
C  -8.3304  0.5957  1.6537  -1.281
C  -6.9458  1.0596  1.2370  -0.134
O  -6.5642  2.3164  1.7734  -0.434
C  -6.5177  2.4035  3.1867  -0.340
C  -5.5430  1.4349  3.8352  -0.860
H  -9.0809  1.3334  1.3674  0.316
H  -8.5681  -0.3524  1.1711  0.415
H  -8.4066  0.4480  2.7318  0.285
H  -6.9177  1.1846  0.1546  0.400
H  -6.1936  0.3008  1.4820  0.219
H  -7.5212  2.2819  3.6088  0.327
H  -6.2108  3.4264  3.4056  0.336
H  -5.8127  0.3947  3.6506  0.271
H  -5.5249  1.5876  4.9145  0.394
H  -4.5349  1.5890  3.4457  0.098

Values from the calculation:
**Maximum force**: 2.4 eV/Å
**HOMO-LUMO gap**: 8.05 eV
**SMILES**: C=CC[C@@](C#N)(CCOCC)[C@@](C#N)(CC)CCO.CCOCC.CCOCC
**Lowest unoccupied orbital energy**: 0.014 hartree

---

# 2
Molecular formula: C23H44N6O7PSSiY
Method: DFT, ωB97M-V/def2-TZVPD

Each line ends with the Mulliken charge.
CARTESIAN COORDINATES (ANGSTROEM)
Y  0.0269  0.4578  0.3257  0.944
N  1.8018  -1.2033  -0.0645  -0.286
C  1.2485  -2.5667  -0.0388  -0.558
C  0.1313  -2.6782  -1.0641  -0.713
N  -0.9228  -1.6832  -0.8055  -0.340
H  2.1607  -0.9824  -0.9971  0.288
H  2.5447  -1.0734  0.6141  0.217
H  0.8571  -2.7573  0.9633  0.215
H  2.0056  -3.3261  -0.2583  0.514
H  -0.2556  -3.7019  -1.0670  0.475
H  0.5350  -2.4855  -2.0595  0.286
H  -1.5607  -2.0203  -0.0921  -0.099
H  -1.4704  -1.5149  -1.6443  0.306
N  -1.5385  7.0062  -3.9208  -0.553
C  -1.4718  5.6790  -3.5399  1.134
C  -2.0198  4.6801  -4.3478  -0.831
C  -1.9946  3.3583  -3.9438  -0.349
C  -1.4304  3.0273  -2.7233  -0.634
C  -0.8776  4.0096  -1.9041  -0.551
C  -0.8969  5.3263  -2.3123  -0.950
S  -1.3860  1.3776  -2.1708  1.655
O  -1.7670  1.4573  -0.7374  -0.841
O  -2.2135  0.5550  -3.0080  -0.846
N  0.1200  0.8742  -2.0391  0.479
C  0.7959  0.5115  -3.1801  -0.028
N  0.3938  1.0046  -4.3592  -0.490
C  1.0918  0.6430  -5.4246  -0.309
C  2.1949  -0.1930  -5.3556  -0.789
C  2.5265  -0.6485  -4.0929  -0.447
N  1.8421  -0.3155  -3.0038  0.012
H  -1.6811  7.1957  -4.8978  0.214
H  -0.8982  7.6385  -3.4720  0.221
H  -2.4710  4.9474  -5.2957  0.302
H  -2.4070  2.5814  -4.5725  0.510
H  -0.4483  3.7435  -0.9439  0.751
H  -0.4798  6.0942  -1.6723  0.321
H  0.7598  1.0448  -6.3763  0.441
H  2.7602  -0.4722  -6.2316  0.422
H  3.3755  -1.3075  -3.9417  0.487
C  4.1125  1.8679  -1.5875  -1.504
C  3.7224  2.6893  -0.3745  1.644
C  4.9036  2.8546  0.5678  -1.877
C  3.1325  4.0264  -0.7913  -1.532
O  2.6761  1.9000  0.2791  0.620
P  1.8587  2.3576  1.5865  0.841
O  2.4734  3.4213  2.3889  -0.864
O  0.4299  2.4931  1.0699  -0.633
O  1.8305  0.8820  2.2624  0.026
C  1.8005  0.6313  3.7171  1.443
C  0.6375  1.3907  4.3274  -1.410
C  3.1332  1.0563  4.3126  -1.883
C  1.6166  -0.8708  3.8330  -1.321
H  4.8768  2.3965  -2.1601  0.487
H  3.2515  1.6973  -2.2308  0.215
H  4.5197  0.9016  -1.2834  0.342
H  5.7221  3.3326  0.0253  0.465
H  5.2505  1.8770  0.9080  0.336
H  4.6441  3.4591  1.4332  0.377
H  3.8905  4.6188  -1.3080  0.460
H  2.7999  4.5905  0.0805  0.393
H  2.2875  3.8812  -1.4671  0.286
H  0.7693  2.4674  4.2170  0.386
H  0.5845  1.1642  5.3947  0.514
H  -0.2997  1.0907  3.8607  0.006
H  3.2832  2.1299  4.2327  0.366
H  3.9532  0.5442  3.8058  0.344
H  3.1551  0.7701  5.3661  0.458
H  0.6941  -1.1821  3.3441  -0.056
H  1.5765  -1.1517  4.8865  0.491
H  2.4667  -1.3875  3.3804  0.339
C  -2.2515  -1.5099  4.2933  -1.159
Si  -2.4194  -0.7896  2.5765  0.716
C  -3.3101  0.8504  2.6750  -1.078
C  -3.4795  -1.9602  1.5600  -1.368
O  -0.9516  -0.5904  1.8894  -0.493
H  -3.2293  -1.6701  4.7540  0.395
H  -1.6804  -0.8477  4.9477  0.271
H  -1.7349  -2.4729  4.2641  0.292
H  -4.3614  0.7126  2.9429  0.466
H  -3.2811  1.3775  1.7178  0.223
H  -2.8579  1.5050  3.4242  0.306
H  -4.4166  -2.1518  2.0902  0.408
H  -2.9997  -2.9318  1.4045  0.345
H  -3.7446  -1.5445  0.5841  0.340

Values from the calculation:
**Energy relative to the best compared isomer or geometry (same formula, charge and spin)**: 7.3 kJ/mol
**Maximum force**: 1.0 eV/Å
**HOMO-LUMO gap**: 8.67 eV
**Lowest unoccupied orbital energy**: 0.015 hartree

---

# 3
Molecular formula: C23H44NO3
Method: DFT, ωB97M-V/def2-TZVPD

Each line ends with the natural charge from an NBO analysis.
CARTESIAN COORDINATES (ANGSTROEM)
C  -0.3984  7.7703  -1.4351  -0.628
C  0.5641  7.8529  -0.3883  -0.389
C  2.0153  7.1764  -0.7316  -0.395
C  2.1568  5.9509  -0.0745  -0.403
C  1.0632  4.9368  -0.6917  -0.351
C  1.5452  3.6336  0.0915  -0.463
C  0.5751  2.6173  -0.2930  0.015
H  -0.3859  2.7270  -0.3261  0.190
H  0.7564  2.3845  -1.6474  0.136
O  0.8286  1.1895  0.1816  -0.573
C  1.9968  0.4035  -0.3560  0.754
O  2.5210  0.6554  -1.4795  -0.536
C  1.7441  -0.7963  0.4614  -0.271
N  2.6925  -2.0204  -0.0824  -0.215
C  4.0041  -1.6492  -0.4684  -0.387
H  4.5279  -2.3860  -0.7604  0.220
H  4.3907  -1.4878  0.6845  0.187
H  4.0962  -0.6859  -0.8526  0.273
C  2.5813  -3.2810  0.7269  -0.371
H  3.2034  -3.9364  0.5028  0.217
H  2.8919  -2.8420  1.6864  0.216
H  1.6426  -3.3805  0.9839  0.251
C  2.0910  -2.3404  -1.3806  -0.241
H  2.3589  -3.2787  -1.5089  0.192
H  2.4865  -1.7070  -2.4412  0.286
C  0.4387  -2.2825  -1.4507  -0.056
O  -0.2977  -2.8487  -0.3554  -0.540
C  -1.4152  -3.1200  -0.4649  0.144
H  -1.8551  -2.7662  -1.3473  0.163
C  -2.0166  -4.4321  0.1662  -0.436
H  -2.3203  -5.0712  -0.7732  0.216
H  -1.1522  -4.9280  0.3565  0.209
C  -2.9704  -4.1408  1.2063  -0.274
H  -3.7925  -4.8593  1.3942  0.239
C  -2.2576  -3.5563  2.4099  -0.399
H  -2.6688  -3.6192  3.2918  0.221
H  -1.4339  -4.3393  2.4925  0.200
C  -1.6147  -2.2320  2.1860  -0.421
H  -1.9182  -1.4311  2.5995  0.191
H  -0.4146  -2.1732  1.9299  0.146
C  -2.3756  -2.0998  0.7067  0.085
C  -2.2023  -0.4964  0.2746  -0.681
H  -3.0503  0.0524  0.7073  0.234
H  -2.7981  -0.4579  -0.9306  0.165
H  -1.2959  -0.0718  0.0561  0.215
C  -3.7747  -2.9271  0.6927  -0.033
C  -4.7382  -2.1947  1.7495  -0.625
H  -5.5484  -2.9515  2.0468  0.229
H  -5.0621  -1.3767  1.1150  0.214
H  -4.0094  -1.7044  2.6072  0.214
C  -4.4267  -3.0244  -0.6666  -0.646
H  -4.7020  -2.0503  -1.0787  0.226
H  -3.9459  -3.7405  -1.4630  0.229
H  -5.4598  -3.5428  -0.2809  0.218
H  0.0295  -2.6925  -2.2722  0.213
H  0.2476  -1.1989  -1.2317  0.190
H  0.8819  -1.1019  0.8120  0.271
H  2.5517  -0.4594  1.4740  0.275
H  1.6238  3.5429  1.1381  0.220
H  2.6060  3.1570  0.0701  0.219
H  0.1333  5.1276  -0.3721  0.212
H  1.3188  4.8138  -1.5577  0.194
H  2.0758  6.0404  0.9642  0.206
H  3.2762  5.8388  -0.1651  0.218
H  2.0030  7.2836  -1.7406  0.203
H  2.7023  8.0118  -0.3078  0.208
H  0.1421  7.6088  0.5922  0.194
H  0.8727  8.9774  -0.1282  0.182
H  -1.3580  8.4354  -1.1872  0.220
H  -0.4701  6.7183  -1.3374  0.202
H  0.0784  8.1939  -2.3325  0.209

Values from the calculation:
**Total charge**: +1
**Energy relative to the best compared isomer or geometry (same formula, charge and spin)**: 2081.9 kJ/mol
**Maximum force**: 18.5 eV/Å
**HOMO-LUMO gap**: 7.03 eV
**Lowest unoccupied orbital energy**: -0.122 hartree